A molecular structure, C17H23N2O3STc in a non-equilibrium geometry. Source: the Open Molecules 2025 dataset; level of theory: wB97M-V/def2-TZVPD.

Values from the calculation:
- HOMO energy (alpha / beta) (eV) = -17.77 / -17.79
- frontier orbital gap (alpha / beta) (eV) = 7.25 / 5.69
- calculated total energy (eV) = -40128.0023

Structure (ORCA input):
```
! RIJCOSX wB97M-V def2-TZVPD def2/J DEFGRID3
* xyz 3 4
H 3.8046 0.6863 -3.0363
H 2.8403 1.5915 1.1344
N -0.0135 -2.7330 -0.3018
O -2.6842 -0.8546 2.4457
H -1.4158 5.2157 -0.6061
H 0.4229 1.5238 0.5173
H -0.9166 2.9195 0.1537
C -1.6715 4.3959 -1.2094
O -0.6518 0.3150 2.4669
C 1.9924 -2.9833 2.1112
H -0.3118 -2.3392 -1.1896
H -2.3993 1.3335 -3.6461
C -2.5745 3.5515 -3.3534
H 2.4278 -4.7513 0.9328
C -2.1412 2.2649 -3.0592
C -2.2808 4.6139 -2.4634
H -2.5989 5.5605 -2.7673
C -1.4907 -0.5315 2.2014
H -3.1369 3.7478 -4.2763
C -3.4256 0.0201 3.5037
H 1.0084 -1.6361 3.4015
H 0.0259 -2.8665 2.9095
H 1.4446 0.1692 -3.4550
H -0.8006 -3.2741 -0.0141
S -0.9711 0.3723 -1.7154
Tc -0.1159 -1.0464 0.9474
C -1.3101 3.1531 -0.8444
H -2.6899 0.2928 4.2963
H 2.4245 -3.4609 2.9527
C 1.3217 -3.4692 -0.2865
C 1.2170 0.9695 -0.1436
O -1.4533 -0.2047 -0.3259
C -1.5063 2.1375 -1.8062
C 3.5273 1.0045 -0.7818
H 4.5593 1.3516 -0.5725
H -4.1434 -0.6994 3.8722
H 2.6571 -2.2772 1.5931
C 0.8485 0.5505 -1.4671
H -3.7710 0.9308 2.9760
H 1.1727 -4.2874 -1.0216
C 2.5715 1.1945 0.1695
C 3.1744 0.6968 -2.1156
H 0.7914 -4.6391 1.3719
C 1.7765 0.4551 -2.4327
H 2.0933 -2.7449 -0.6688
N 0.7605 -2.2075 2.5128
C 1.6122 -4.0117 1.0896
*
```

C7H8N2 in the gas phase in a non-equilibrium geometry. Source: the Open Molecules 2025 dataset; level of theory: wB97M-V/def2-TZVPD.

Values from the calculation:
- SMILES = C/C=C1/C=CC=NN=C1
- HOMO energy (eV) = -8.59
- frontier orbital gap (eV) = 8.92
- calculated total energy (eV) = -10365.2146
- energy relative to the best compared isomer or geometry (same formula, charge and spin) (kcal per mole) = 68.4

Structure (ORCA input):
```
! RIJCOSX wB97M-V def2-TZVPD def2/J DEFGRID3
* xyz 0 1
C 3.0744 -0.3370 -0.3177
H 2.6175 -1.3814 -0.3475
H 0.7912 -1.0397 1.7024
H 2.1648 1.6955 -0.5524
H -3.0271 -0.0973 -1.2702
C 1.9061 0.6976 -0.3192
H -2.4819 1.9906 0.3503
N -0.7533 -1.4805 0.4227
H 3.6627 -0.2670 -1.3391
C 0.6466 0.4438 0.1085
H 3.8074 -0.2786 0.4947
C -2.2373 -0.0082 -0.5611
H -0.0322 2.3345 0.8168
N -1.6120 -1.1609 -0.4754
C -0.4338 1.4213 0.3383
C -1.7253 1.1556 0.1053
C 0.2786 -0.7840 0.7316
*
```

2 unconnected molecules or ions with the total composition C5H16N3 in a non-equilibrium geometry. Source: the Open Molecules 2025 dataset; level of theory: wB97M-V/def2-TZVPD.

Values from the calculation:
- HOMO energy (eV) = -13.85
- frontier orbital gap (eV) = 10.49
- calculated total energy (eV) = -9907.2591
- energy relative to the best compared isomer or geometry (same formula, charge and spin) (kcal per mole) = 56.7

Structure (ORCA input):
```
! RIJCOSX wB97M-V def2-TZVPD def2/J DEFGRID3
* xyz 1 1
H -1.5762 1.4113 0.8341
C -1.5247 1.9048 -0.1253
N 0.4084 -2.1915 0.0766
C -0.3387 2.4626 -2.2222
C 0.2971 -1.8067 1.4563
H -1.2973 2.2895 -2.6499
H 1.4366 -0.4867 -0.6641
N -0.7604 -2.0783 2.3246
H 0.5573 2.4826 -2.8603
H 2.6014 -1.8783 -0.3190
H -0.5355 -2.0121 3.2735
H 1.3187 -1.9392 -1.8484
C -0.1979 1.5238 -0.9554
H -0.3832 3.4812 -1.9653
H 0.9129 -0.4973 2.9493
H 2.1940 -1.2717 1.8554
H -0.3946 0.5284 -1.3936
H -2.4477 1.6404 -0.6256
C 1.5469 -1.6055 -0.7135
H -1.6241 -2.6818 2.1520
N 1.2006 -0.9312 2.0022
H -0.2734 -2.8303 -0.2816
H 0.5438 1.5213 -0.2595
H -1.6641 2.9646 -0.0403
*
```